No. 1
The following is a DFT calculation (the ωB97M-V functional and the def2-TZVPD basis) of C36H41F4N8O2Zr as an isolated structure.

Structure (XYZ):
```
92
Properties=species:S:1:pos:R:3:forces:R:3
Zr 0.1981 -0.5312 -0.1793 -0.034 0.352 -0.309
F 3.6969 2.1490 -2.1984 0.050 -0.028 0.021
F 1.9918 1.0444 -0.4097 0.042 0.479 -0.016
F 0.1064 4.4600 -4.1554 -0.057 0.051 -0.057
F -1.5980 3.3365 -2.4974 -0.031 0.058 -0.022
O 0.2252 -3.7851 2.4265 -0.022 0.049 -0.012
O 2.5731 -1.5258 -3.5444 0.081 0.010 0.067
N 0.5030 0.0015 1.9537 0.282 -0.126 0.776
N 1.6700 -1.3001 -1.4258 0.348 -0.187 -0.205
N -1.8298 -1.6037 0.5122 0.123 -0.365 0.192
N 0.6900 -2.4560 0.5821 -0.035 -0.838 0.155
N -0.6445 -0.5988 -2.3724 0.286 -0.171 -0.674
N 1.2936 0.1893 4.1469 -0.046 -0.015 0.030
N -1.1411 2.8125 2.1196 -0.026 0.022 0.139
N -0.6040 1.4153 -0.4707 -1.091 0.220 0.393
C 2.4043 2.4491 -2.2947 -0.001 -0.011 -0.037
C 4.0088 -1.9855 -0.8595 0.023 0.125 -0.114
C -1.1275 -0.2449 -5.0925 -0.088 0.014 0.069
C -2.1319 -0.0276 -4.1589 0.070 -0.077 -0.029
C -0.6216 -1.2194 4.9431 0.067 0.098 0.062
C 0.4668 4.7895 2.0677 -0.078 -0.121 0.071
C -1.8448 -0.2203 -2.8233 -0.108 0.051 0.072
C -3.1307 -1.3610 0.3014 -0.064 0.229 -0.123
C 1.5150 1.8742 -1.4184 -0.298 -0.073 0.347
C 4.2675 -3.4156 1.0641 -0.034 -0.007 -0.016
C 2.0786 -2.6514 0.4610 0.130 0.058 -0.284
C 2.6389 -1.9665 -0.6487 -0.075 -0.417 0.359
C -1.9661 3.1295 3.2825 -0.126 -0.087 -0.057
C 0.1236 2.1033 -1.3925 0.695 0.590 -0.407
C 4.8197 -2.7042 0.0087 0.015 0.016 -0.022
C 0.5934 3.6132 -3.2519 0.188 -0.057 0.023
C -2.4939 -3.4072 1.9552 0.082 0.091 -0.009
C -0.0428 0.1790 4.7497 -0.079 -0.089 -0.090
C -4.1513 -2.0945 0.8703 -0.010 -0.109 0.113
C 2.9023 -0.0544 2.3414 -0.134 -0.008 0.054
C 1.6862 -1.2349 -2.7720 -0.257 -0.003 -0.295
C 2.8990 -3.3985 1.2992 0.054 0.039 0.105
C 1.4818 0.0206 2.8313 0.089 0.274 -0.018
C 2.4169 0.3565 5.0746 0.113 -0.139 0.133
C -0.0751 -3.0264 1.5187 -0.081 -0.189 0.062
C -3.8308 -3.1357 1.7303 0.046 0.100 -0.074
C 2.7578 -0.9102 5.8554 -0.040 0.095 -0.080
C -1.7979 3.1540 0.8584 0.107 -0.425 -0.157
C -0.2953 3.0272 -2.3705 -0.146 -0.285 0.122
C 1.9499 3.3375 -3.2463 -0.081 0.008 -0.017
C 0.3327 -0.7752 -3.2811 -0.141 -0.193 -0.245
C -1.9151 1.9256 -0.0558 0.214 0.456 0.173
C -1.5288 -2.6409 1.3212 -0.206 -0.189 0.207
C -3.1858 2.2162 3.3735 0.079 0.121 0.023
C 0.1217 -0.6271 -4.6413 0.138 0.040 -0.020
C 0.2410 3.2807 2.2393 -0.091 0.177 -0.084
H -2.5414 2.1804 -0.9132 -0.073 -0.108 0.023
H -3.8930 2.4084 2.5652 -0.014 -0.024 0.012
H 3.6985 -0.7704 6.3876 -0.014 -0.005 0.020
H -2.3045 4.1762 3.2803 0.040 0.019 0.055
H -3.3807 -0.5356 -0.3486 0.062 0.035 0.031
H 3.5095 -0.7026 2.9691 0.003 -0.019 -0.052
H 2.8624 -1.7639 5.1841 0.015 -0.007 0.009
H -0.3973 0.1770 2.3932 -0.043 0.217 -0.059
H 2.4680 -3.9564 2.1153 -0.018 0.032 0.016
H 2.1499 1.1570 5.7660 0.000 0.042 -0.036
H 2.6156 3.7988 -3.9604 0.017 -0.006 0.017
H -2.4135 1.1450 0.5206 0.032 0.004 0.024
H -1.3510 2.9936 4.1755 0.008 0.045 -0.016
H -1.2636 3.9390 0.3163 0.030 0.068 0.046
H -3.1257 0.2737 -4.4567 -0.003 0.009 0.012
H -0.7156 0.7843 4.1405 0.002 0.108 -0.015
H -2.6117 -0.0538 -2.0823 0.020 0.031 0.023
H 3.3418 0.9452 2.3370 -0.011 0.006 0.028
H -5.1790 -1.8463 0.6477 0.014 0.033 -0.025
H 0.8428 2.7328 1.5123 0.058 -0.042 -0.019
H -1.6523 -1.1479 5.2930 0.006 0.008 -0.015
H 4.4280 -1.4471 -1.6976 -0.015 -0.030 -0.024
H -0.0524 -1.7795 5.6822 0.009 -0.034 -0.008
H -2.8019 3.5366 1.0567 0.015 0.041 -0.071
H -1.3250 -0.1223 -6.1488 0.032 0.007 -0.004
H 0.5895 2.9828 3.2319 0.007 -0.063 -0.013
H 0.5168 5.0833 1.0192 -0.031 0.013 0.000
H -3.7106 2.3750 4.3162 -0.025 -0.004 -0.027
H -0.3335 5.3589 2.5433 0.044 0.035 0.025
H 1.9895 -1.1414 6.5918 -0.012 -0.046 -0.007
H 3.2864 0.6974 4.5217 -0.051 0.059 0.044
H -2.8856 1.1677 3.3130 0.010 -0.045 0.030
H 5.8896 -2.7215 -0.1501 -0.006 0.003 -0.029
H 0.0389 0.6826 5.7119 0.008 0.054 -0.020
H -0.6040 -1.7886 4.0182 -0.019 -0.087 -0.122
H -4.6057 -3.7211 2.2064 -0.001 -0.011 -0.012
H -2.1515 -4.2028 2.6014 -0.019 -0.015 0.002
H 4.9101 -3.9980 1.7114 -0.014 0.002 0.013
H 2.9355 -0.4430 1.3340 0.041 -0.007 -0.139
H 1.4064 5.0810 2.5371 0.020 0.023 -0.045
H 0.9457 -0.8277 -5.3117 0.033 0.040 0.034
```
Positions in Å, forces in eV/Å.

Results
Energy above the lowest of the compared OMol25 structures with the same formula, charge and spin, eV: 1.202
2S+1: 1
Net charge: +1
E_HOMO, Eh: -0.384


No. 2
The following is a DFT calculation (the ωB97M-V functional and the def2-TZVPD basis) of an isolated ion of composition C10H15N2O3 and charge +1.

Structure (XYZ):
```
30
Properties=species:S:1:pos:R:3:forces:R:3
O 1.3926 -2.6075 1.6660 1.053 -0.995 -0.432
O -0.7460 -2.0951 1.7551 -0.281 -0.361 0.241
O -2.6619 -0.9501 1.7051 -4.065 0.882 1.522
N -1.4988 0.9052 -0.0519 -0.937 1.237 0.111
N 1.6599 -0.4782 -0.5816 -1.700 1.381 1.538
C 1.7375 0.2049 0.6845 0.154 2.337 0.329
C -0.8348 -0.3565 0.1060 -1.957 -2.500 1.999
C 0.5560 -1.9129 1.2401 -1.202 -0.395 1.497
C -1.6099 -1.1814 1.3282 4.632 0.260 -3.947
C 0.5961 -0.6992 0.4488 -0.340 0.582 -3.098
C -2.8236 -0.3464 -1.7195 -1.731 0.531 1.266
C 1.4667 1.7155 0.5926 2.006 0.360 3.012
C -1.4824 0.0485 -1.2407 1.595 -1.672 0.481
C -0.4002 0.3470 -2.2381 -2.381 1.218 -1.673
C 2.6865 -0.0614 1.7662 3.654 0.220 0.128
H 0.9064 2.1376 1.4687 -0.518 -0.814 -0.922
H -2.4410 1.0007 0.3573 0.487 -0.247 0.313
H 0.3450 0.9059 -1.7491 0.946 0.579 -0.031
H -0.9301 0.9958 -3.0235 1.166 -1.062 0.634
H -0.9675 1.7359 -0.0215 0.739 1.308 -0.056
H -3.3396 0.4109 -2.2850 0.407 0.988 -0.376
H 2.1862 -1.2260 -0.9437 1.142 -1.317 0.538
H 0.0562 -0.5661 -2.6314 -0.370 0.320 -0.119
H 2.7042 0.5721 2.6772 -0.632 0.058 -0.871
H 3.7555 0.0443 1.3247 -1.641 -0.121 0.703
H 2.6203 -1.0533 2.1022 0.231 -1.216 0.485
H -2.9047 -1.1655 -2.3706 0.587 -1.477 -0.600
H 2.4310 2.2773 0.9088 -1.131 -0.914 -1.640
H 1.0896 1.8907 -0.3680 -0.331 1.234 -1.149
H -3.5490 -0.4928 -0.9068 0.416 -0.404 0.116
```
Positions in Å, forces in eV/Å.

Results
Energy above the lowest of the compared OMol25 structures with the same formula, charge and spin, eV: 3.387
2S+1: 1
Net charge: +1
E_HOMO, Eh: -0.513


No. 3
The following is a DFT calculation (the ωB97M-V functional and the def2-TZVPD basis) of C34H51N5V as an isolated structure.

Structure (XYZ):
```
91
Properties=species:S:1:pos:R:3:forces:R:3
V 0.5183 -0.1246 0.3157 -0.225 0.434 -0.192
N 2.3497 1.4637 -2.0646 0.015 0.021 0.035
N 3.8807 -0.2240 -2.5612 0.067 0.029 -0.050
N -0.6921 -1.8318 0.1873 0.323 -0.087 0.174
N 2.0667 -0.5789 -1.0876 0.093 -0.039 0.093
N 0.2405 -0.4902 2.4374 0.066 -0.080 -0.002
C 1.7076 0.8568 3.8772 0.053 0.001 0.009
C -1.6671 -2.3596 -2.0401 0.029 0.059 -0.042
C 3.9554 -2.1666 -1.1035 0.021 -0.075 0.034
C -0.2826 0.8838 5.8322 0.008 0.013 -0.031
C -0.3253 1.6087 -0.5781 0.030 -0.237 0.099
C -1.9187 -0.3291 4.3742 0.040 0.000 -0.032
C 2.8255 0.9613 2.8545 0.043 0.049 -0.051
C -0.7998 2.6064 -1.0981 0.087 0.024 -0.030
C 4.2841 2.0394 -3.3932 0.030 -0.008 0.011
C 0.4874 0.2000 3.6565 -0.093 -0.025 -0.017
C 4.4324 0.5551 -3.6603 -0.045 -0.011 0.015
C 1.9043 1.4881 5.0988 0.013 0.043 0.068
C 2.8268 2.3389 -3.1137 -0.019 0.035 -0.014
C -0.5051 -1.9059 -2.9356 -0.025 -0.031 0.028
C -1.7867 4.8043 -0.6222 -0.026 0.013 -0.034
C -2.2256 -1.4902 5.3211 -0.028 0.026 0.006
C 3.3293 -0.3628 2.2846 -0.117 -0.067 0.071
C -1.3614 3.8193 -1.7191 0.014 -0.025 0.040
C -2.6572 -1.1958 -1.8939 -0.035 -0.051 0.028
C -2.9858 0.7626 4.4848 0.002 -0.016 0.041
C -0.3612 -2.5095 1.3532 -0.092 -0.082 -0.019
C -0.5312 0.2440 4.6203 -0.089 -0.015 0.040
C -1.1544 -2.7523 -0.6743 0.009 0.082 0.113
C 0.0593 -1.7792 2.4919 -0.058 -0.026 -0.135
C 2.4784 1.9499 1.7387 -0.041 0.049 -0.027
C -1.1232 -4.0285 -0.0811 -0.076 -0.140 -0.119
C 4.3462 -1.5973 -2.4493 -0.019 0.040 -0.021
C -2.5776 3.4480 -2.5769 0.003 -0.004 0.015
C 0.9289 1.4967 6.0840 0.018 -0.036 -0.062
C -0.6135 -3.8788 1.2039 0.002 0.159 0.017
C -0.2948 4.4763 -2.6057 -0.010 0.002 -0.014
C 2.4625 -1.9787 -0.9261 0.019 0.073 -0.069
C 2.7564 0.1837 -1.9015 -0.147 -0.157 0.026
C -2.3701 -3.5455 -2.6985 -0.020 0.035 -0.049
H 4.8887 2.3174 -2.5270 0.011 -0.002 -0.012
H 2.3236 2.9509 2.1456 0.026 0.001 -0.013
H 4.4929 -1.6396 -0.3116 0.009 -0.010 0.003
H 0.0253 3.7910 -3.3931 -0.010 0.002 -0.002
H 3.2739 1.9957 0.9915 -0.004 0.001 -0.002
H -3.0370 1.1682 5.4975 -0.014 0.005 -0.009
H 0.2090 -2.3342 3.4198 0.016 0.088 0.068
H 5.4314 -1.5868 -2.5723 -0.006 -0.010 0.000
H -3.2106 -3.8917 -2.0944 -0.006 -0.001 -0.005
H 3.6686 1.3979 3.3977 -0.006 -0.001 0.001
H 5.4837 0.2812 -3.7596 0.011 0.009 0.007
H -1.4666 -4.9466 -0.5311 0.019 0.013 -0.003
H -3.2162 -1.8982 5.1126 0.000 -0.005 0.014
H 2.6273 -0.7727 1.5577 0.132 -0.073 0.027
H 4.2800 -0.2060 1.7721 0.009 -0.006 -0.014
H -2.9988 4.3442 -3.0393 -0.010 -0.007 -0.004
H -1.4980 -2.2974 5.2202 0.008 0.009 -0.008
H -2.2944 2.7479 -3.3638 0.002 -0.002 -0.002
H 4.2250 -3.2228 -1.0556 -0.009 0.014 0.019
H -1.6880 -4.3843 -2.8510 0.014 0.000 0.011
H 2.8521 1.9830 5.2781 -0.006 0.002 0.013
H 1.4356 1.6623 -1.6521 -0.022 0.045 -0.048
H -0.4630 -4.6430 1.9507 -0.017 -0.011 0.009
H 2.6960 3.3690 -2.7831 -0.009 0.001 -0.003
H -0.9334 5.0811 -0.0023 0.004 0.001 0.002
H 1.5400 1.7241 1.2163 0.007 -0.033 0.050
H 4.6348 2.6079 -4.2547 -0.004 0.014 0.009
H -1.9656 -0.7063 3.3539 0.025 -0.011 -0.013
H 3.4731 -1.1082 3.0692 0.013 0.003 -0.014
H -3.3466 2.9756 -1.9650 -0.004 0.000 -0.003
H -1.0624 0.9086 6.5839 0.006 0.005 0.005
H 2.2374 2.2130 -4.0307 0.002 -0.002 -0.004
H -2.5424 4.3543 0.0220 -0.001 0.001 0.005
H -2.2096 -1.1572 6.3613 -0.006 -0.019 0.005
H 1.1110 1.9868 7.0315 0.005 0.007 0.000
H 1.9191 -2.6057 -1.6410 -0.012 0.019 0.013
H -0.6958 5.3781 -3.0755 0.013 0.001 0.003
H -3.9671 0.3531 4.2383 -0.004 0.010 0.002
H -2.7524 -3.2433 -3.6760 -0.016 -0.026 0.006
H 0.5790 4.7528 -2.0126 -0.008 0.011 0.003
H 2.1459 -2.3190 0.0652 0.016 -0.025 -0.018
H 0.1995 -2.7267 -3.0954 -0.006 0.015 -0.028
H -2.7756 1.5849 3.8003 0.005 0.000 -0.004
H -0.8861 -1.5868 -3.9092 -0.007 -0.017 -0.007
H 3.9296 -2.2128 -3.2572 -0.003 0.007 -0.001
H -2.1771 -0.3153 -1.4663 0.040 -0.002 -0.002
H 3.9378 0.2913 -4.6048 0.004 -0.009 0.001
H -3.4877 -1.4806 -1.2440 -0.008 0.007 -0.016
H 0.0277 -1.0670 -2.4856 -0.014 0.000 -0.006
H -2.2036 5.7101 -1.0705 0.002 -0.001 0.013
H -3.0609 -0.9289 -2.8741 -0.008 0.005 0.001
```
Positions in Å, forces in eV/Å.

Results
Energy above the lowest of the compared OMol25 structures with the same formula, charge and spin, eV: 0.029
2S+1: 4
Expectation value of S²: 3.765
E_HOMO (alpha / beta), Eh: -0.235 / -0.271


No. 4
The following is a DFT calculation (the ωB97M-V functional and the def2-TZVPD basis) of a 2-piece molecular cluster, C5H13NO2 overall.

Structure (XYZ):
```
21
Properties=species:S:1:pos:R:3:forces:R:3
O -0.3969 -0.2046 -2.0121 -0.263 0.942 0.489
O -0.1334 -2.3331 -2.1654 1.005 -1.498 0.489
N 0.8486 2.6046 0.5699 1.898 1.961 -1.716
C -1.3358 -1.5689 -0.2942 -3.401 -1.558 1.303
C 1.2763 1.4252 2.6062 1.031 -0.732 -3.949
C 1.5499 1.4647 1.0370 -2.476 -3.745 2.422
C -0.4932 -1.4536 -1.4537 -0.663 1.763 -3.015
C -1.3809 -0.6872 0.9313 -1.252 3.152 0.471
H -2.4645 -1.7087 -0.6738 2.511 0.471 0.258
H 0.2846 1.4036 2.7782 -3.851 0.666 0.134
H 2.5800 1.3322 0.9144 1.912 0.657 -0.558
H -1.0194 -1.2558 1.8112 -0.443 0.630 -0.379
H -2.4982 -0.3428 1.0277 2.106 -0.807 0.515
H 1.3193 3.3619 1.1098 -0.930 -0.128 -0.534
H 1.4730 0.4928 2.9938 1.810 -1.911 1.249
H -1.1626 -2.5388 0.1138 0.232 -1.014 -0.094
H 1.1410 0.4932 0.5338 0.418 1.630 0.920
H -0.8359 0.3340 0.8950 -0.637 -1.823 -0.169
H 1.2500 2.7652 -0.3863 -0.947 0.138 0.736
H 1.6542 2.2736 3.0558 1.298 1.434 1.248
H -1.1167 0.3783 -1.7020 0.643 -0.228 0.181
```
Positions in Å, forces in eV/Å.

Results
Energy above the lowest of the compared OMol25 structures with the same formula, charge and spin, eV: 2.731
2S+1: 1
E_HOMO, Eh: -0.369